The following is a DFT calculation (ωB97M-V with the def2-TZVPD basis set) of C51H51F7N8O8S2SiTc as an isolated structure.

Computed properties:
HOMO-LUMO gap (spin up / spin down) = 7.63 / 6.28 eV
expectation value of S² = 3.76
LUMO level (spin up / spin down) = -4.58 / -5.03 eV
multiplicity = 4
total charge = +2
HOMO energy (spin up / spin down) = -12.215 / -11.312 eV

```
129
Properties=species:S:1:pos:R:3:forces:R:3
Tc -1.18837 -1.48799 1.33955 0.747 1.182 0.654
F -1.34025 2.35832 -3.56719 0.012 -0.010 -0.056
C -0.15927 1.79057 -3.25647 -0.052 0.054 0.107
C -0.12119 0.96841 -2.17054 -0.076 -0.026 -0.121
C 1.07886 0.39566 -1.75383 0.088 0.009 -0.086
C 1.08554 -0.48646 -0.59941 0.210 -0.197 0.103
O -0.01984 -0.86320 -0.14940 1.418 0.251 -0.791
C 2.39568 -0.86208 -0.11643 -0.568 0.086 0.116
C 3.48130 -0.55633 -0.89555 -0.067 0.094 -0.052
N 3.44205 0.14653 -2.03547 0.243 -0.275 0.083
C 4.67031 0.33956 -2.77982 0.118 0.143 -0.022
C 4.81234 -0.30333 -4.12864 -0.042 -0.060 -0.125
C 5.58025 -0.83669 -2.96010 0.020 -0.066 0.053
C 2.24437 0.69201 -2.46780 -0.384 0.125 0.016
C 2.17913 1.51352 -3.59414 0.116 0.096 -0.108
C 0.98346 2.08057 -4.02392 0.123 -0.230 0.206
N 0.94551 2.86183 -5.18480 -0.069 0.043 -0.208
C -0.32267 3.22908 -5.81538 0.025 -0.081 0.077
C -0.03409 3.81849 -7.20113 -0.349 0.100 0.239
N 1.20576 3.17703 -7.73219 -0.009 -0.017 -0.105
C 2.40697 3.63795 -6.96130 0.387 0.189 0.480
C 2.00458 3.80579 -5.48784 -0.179 0.010 0.017
C 2.74752 -1.68325 1.08793 0.210 0.005 0.081
O 3.72960 -2.38410 1.07896 0.001 -0.148 -0.133
O 1.97420 -1.57175 2.17484 -0.030 0.598 -0.286
H -1.04025 0.75457 -1.64658 -0.033 -0.014 0.062
H 4.45649 -0.90477 -0.58585 0.000 -0.032 -0.052
H 5.11089 1.31754 -2.62350 0.034 -0.031 -0.021
H 5.35380 0.23169 -4.89655 0.007 0.079 0.048
H 3.98143 -0.89103 -4.49589 -0.026 -0.036 0.091
H 6.64594 -0.67030 -2.90730 -0.011 0.088 -0.006
H 5.26242 -1.78502 -2.54937 -0.042 -0.004 -0.023
H 3.08921 1.69419 -4.14719 -0.035 -0.023 -0.055
H -0.89736 3.96271 -5.24394 0.014 0.013 -0.034
H -0.93080 2.33013 -5.91136 -0.030 0.038 -0.024
H 0.13948 4.89243 -7.16554 0.104 -0.028 -0.057
H -0.86843 3.63126 -7.87321 0.091 -0.042 -0.084
H 1.32797 3.37053 -8.72615 -0.017 -0.052 -0.018
H 1.10470 2.16626 -7.61604 0.070 -0.011 -0.046
H 2.75201 4.58639 -7.36983 -0.099 -0.047 -0.172
H 3.19731 2.89927 -7.07883 -0.100 -0.079 -0.103
H 1.66096 4.83043 -5.30263 0.057 0.003 0.006
H 2.86425 3.63956 -4.84712 0.035 0.027 -0.050
C -4.67074 -2.19393 3.77408 -0.175 -0.176 0.132
C -4.59455 -3.55495 4.03557 0.122 0.188 -0.141
C -3.48101 -4.24901 3.59588 0.123 -0.058 -0.023
C -2.48163 -3.58028 2.90500 -0.197 0.157 0.148
N -2.55775 -2.25005 2.65135 -1.029 -0.416 0.833
C -3.64006 -1.58907 3.08964 0.146 0.212 -0.051
C -1.28189 -4.23292 2.36368 0.411 -0.106 -0.059
C -0.99125 -5.58284 2.49475 -0.167 0.085 0.116
C 0.14956 -6.09601 1.90346 0.077 0.167 -0.140
C 0.96138 -5.24394 1.16935 -0.069 -0.172 0.100
C 0.60476 -3.91560 1.06886 0.050 -0.088 -0.104
N -0.46843 -3.40328 1.67481 -0.015 -0.795 -0.064
H -5.52178 -1.61324 4.09893 0.017 0.045 -0.028
H -5.38864 -4.06690 4.56029 0.002 0.004 0.032
H -3.39433 -5.30847 3.78351 -0.004 -0.011 -0.015
H -3.65963 -0.53003 2.86420 0.013 -0.022 -0.015
H -1.65410 -6.23476 3.04372 -0.004 0.009 0.014
H 0.38853 -7.14651 1.99052 -0.001 -0.010 0.035
H 1.85295 -5.60312 0.67708 0.003 0.032 -0.045
H 1.19197 -3.24123 0.46559 -0.165 -0.064 -0.057
C 0.53770 0.33293 7.05977 0.082 -0.065 -0.054
C -0.23180 -0.09833 5.98795 -0.157 0.004 -0.016
C 0.34975 -0.84061 4.97487 0.002 -0.036 -0.237
C 1.70603 -1.16880 4.98903 0.027 -0.265 -0.164
C 2.46049 -0.73579 6.08316 0.128 -0.069 -0.131
C 1.88492 0.00602 7.10385 -0.038 0.040 0.104
Si 2.49095 -2.26182 3.67418 0.280 0.367 0.496
C 4.33479 -2.23541 3.94653 -0.196 -0.050 -0.006
C 5.05716 -1.04562 3.82950 -0.118 0.047 -0.069
C 6.40256 -0.99092 4.15097 0.016 0.006 -0.037
C 7.05056 -2.13055 4.60999 -0.050 -0.004 -0.002
C 6.34751 -3.31902 4.73774 0.092 -0.042 0.039
C 5.00251 -3.37200 4.40345 -0.192 0.044 -0.081
H 0.09310 0.91056 7.85890 -0.025 -0.008 0.003
H -1.29165 0.12387 5.94845 0.030 0.055 0.014
H -0.26058 -1.17521 4.14179 -0.165 -0.027 -0.032
H 3.51413 -0.98115 6.13497 -0.005 0.008 0.051
H 2.48674 0.31796 7.94716 0.027 0.028 -0.023
H 1.93648 -3.62651 3.62765 0.031 -0.059 0.088
H 4.55607 -0.14526 3.48569 0.024 0.037 0.032
H 6.94677 -0.06072 4.05278 0.000 0.006 0.004
H 8.09919 -2.08378 4.87118 0.007 -0.035 0.012
H 6.84379 -4.20698 5.10624 0.023 -0.002 -0.021
H 4.46237 -4.30685 4.50184 0.039 -0.031 0.029
F -5.45252 -1.96824 -0.70013 0.068 0.071 -0.011
C -4.53942 -2.66849 -1.37230 -0.148 -0.023 -0.015
F -4.82518 -2.62237 -2.66312 0.059 -0.007 0.033
F -4.58504 -3.92484 -0.94971 0.058 0.008 -0.045
S -2.82585 -1.96463 -1.04647 -0.869 -0.233 -0.940
O -2.10931 -3.05550 -0.43124 0.147 -0.189 0.095
O -3.08126 -0.85187 -0.14265 0.171 0.242 -0.150
N -2.26888 -1.48363 -2.42069 0.152 -0.147 0.569
S -1.34125 -2.52082 -3.23355 -0.005 0.216 -0.797
O 0.05634 -2.25556 -3.05695 0.071 0.122 0.131
O -1.80962 -3.86659 -3.21914 -0.138 -0.200 0.143
C -1.73425 -1.91329 -4.95131 -0.040 0.241 -0.014
F -1.09205 -0.75575 -5.22365 -0.055 -0.061 0.187
F -1.33643 -2.80982 -5.84507 0.035 -0.031 0.170
F -3.03653 -1.70361 -5.09129 0.049 -0.055 -0.026
C -5.46404 2.06955 1.24813 0.072 0.120 0.119
C -4.57469 3.15324 1.85915 -0.063 -0.201 -0.166
N -4.08039 4.11106 0.87845 0.117 0.044 -0.032
C -4.95341 5.23808 0.53369 -0.024 0.046 -0.344
C -5.60550 5.11511 -0.83906 0.040 -0.014 0.113
C -2.86227 4.09234 0.28129 -0.085 -0.140 0.138
O -2.53552 4.91195 -0.56439 0.064 0.042 -0.026
C -1.80778 3.12007 0.76662 -0.033 0.095 0.048
C -0.57605 3.68354 1.08232 0.005 -0.122 -0.002
C 0.42349 2.86811 1.58381 -0.039 -0.001 0.049
C 0.15258 1.52493 1.77497 -0.075 0.039 0.020
N -1.00771 0.96318 1.42730 -0.357 -0.514 0.129
C -1.95218 1.74626 0.90112 -0.189 0.183 0.033
H -5.76051 1.35893 2.02187 -0.063 -0.005 -0.019
H -4.95429 1.52203 0.45583 0.016 -0.013 -0.035
H -6.36694 2.50927 0.82652 -0.032 -0.039 -0.012
H -3.73251 2.70447 2.38090 0.042 0.020 0.062
H -5.15853 3.70548 2.59716 0.133 0.033 0.048
H -4.34343 6.14279 0.55009 -0.039 -0.009 0.065
H -5.71021 5.31677 1.31334 0.032 -0.025 0.024
H -4.83771 5.09620 -1.60929 -0.028 -0.005 -0.034
H -6.24869 5.97822 -1.00907 -0.026 -0.013 -0.043
H -6.21080 4.21199 -0.91850 -0.024 0.004 0.007
H -0.43040 4.74460 0.92955 0.029 -0.001 0.019
H 1.39559 3.25681 1.85330 -0.023 0.043 0.019
H 0.88783 0.87577 2.21857 0.180 -0.232 0.098
H -2.83932 1.23836 0.55265 -0.096 0.050 0.122
```
Positions in Å, forces in eV/Å.

Results of the Mulliken charge analysis, in e, for atoms 1 through 6: 0.79, -0.48, 0.60, -0.45, 0.85, -0.20

=====

The following is a DFT calculation (ωB97M-V with the def2-TZVPD basis set) of C51H52BrClF3N5O5W as an isolated structure.

Computed properties:
HOMO-LUMO gap (spin up / spin down) = 4.77 / 6.50 eV
expectation value of S² = 2.03
LUMO level (spin up / spin down) = 4.11 / 4.07 eV
multiplicity = 3
total charge = -2
HOMO energy (spin up / spin down) = -0.665 / -2.426 eV

```
119
Properties=species:S:1:pos:R:3:forces:R:3
W -0.28687 -0.00586 0.72438 -0.169 -0.358 0.219
C 1.99743 -4.01555 1.66068 -0.044 0.081 0.038
C 0.47669 -4.07217 1.85966 0.013 0.059 -0.048
C -0.33623 -3.94506 0.57164 0.044 0.095 0.021
N -0.74345 -2.60330 0.17641 -0.101 0.003 -0.068
C -1.39980 -2.52462 -0.96103 0.069 -0.027 0.041
C -1.70486 -3.62269 -1.80667 0.063 0.013 0.033
C -2.14469 -3.61888 -3.14537 -0.050 0.044 0.012
C -2.34616 -2.57734 -4.02743 -0.055 -0.058 0.018
C -2.26075 -1.20256 -3.75133 -0.030 0.022 -0.067
C -2.09721 -0.60215 -2.49920 0.024 0.056 0.060
C -1.83973 -1.14743 -1.26436 -0.437 -0.005 -0.205
N -2.04611 -0.34291 -0.09658 0.812 -0.413 0.025
C -3.38976 -0.48486 0.44739 -0.098 0.165 -0.039
C -3.48109 -1.50796 1.55653 0.091 -0.079 -0.053
C -2.69063 -1.03832 2.75530 -0.066 -0.025 0.059
N -1.25588 -1.00877 2.51532 0.174 0.387 -0.131
C -0.49467 -1.03357 3.58843 -0.095 -0.161 0.069
C -0.99697 -0.83570 4.90339 0.008 0.018 -0.125
C -0.43019 -1.06317 6.13944 0.047 -0.076 0.015
C 0.78486 -1.64512 6.47174 -0.037 -0.008 0.045
C 1.75670 -2.02333 5.55893 0.002 0.097 -0.032
C 1.82969 -1.84849 4.19054 -0.030 -0.045 -0.034
C 0.91507 -1.28271 3.25729 0.170 0.101 -0.060
N 1.17463 -1.07311 1.98953 -0.007 -0.313 -0.053
C 2.48382 -1.43537 1.45049 0.016 -0.030 -0.002
C 2.51190 -2.83589 0.83595 0.005 -0.051 0.093
H 2.28514 -4.92210 1.11557 -0.004 -0.024 0.018
H 2.49380 -4.07393 2.63420 0.015 -0.016 -0.009
H 0.12694 -3.33045 2.57114 -0.007 -0.068 0.017
H 0.24943 -5.04782 2.30238 -0.025 -0.002 -0.013
H -1.24780 -4.54727 0.70248 -0.006 -0.018 -0.038
H 0.22582 -4.42595 -0.24654 -0.009 -0.027 -0.005
H -1.52012 -4.60853 -1.40567 0.056 -0.021 0.003
H -2.28060 -4.61182 -3.56771 -0.016 -0.005 0.003
H -2.59959 -2.85204 -5.04733 -0.006 -0.006 -0.002
H -2.41832 -0.52485 -4.58363 0.017 0.005 0.013
H -2.18442 0.47874 -2.48619 -0.020 0.063 0.041
H -4.05182 -0.76261 -0.37785 0.024 0.070 -0.007
H -3.73599 0.47735 0.83617 0.007 0.003 -0.003
H -3.10985 -2.47488 1.21064 -0.038 -0.012 0.019
H -4.52747 -1.62571 1.85734 0.003 0.018 0.005
H -2.87616 -1.72318 3.59052 0.035 0.024 0.011
H -3.03767 -0.04273 3.06265 -0.002 -0.008 -0.007
H -1.97271 -0.37621 4.93499 -0.005 0.021 -0.030
H -1.05487 -0.76771 6.97787 -0.003 0.000 -0.006
H 0.99168 -1.81603 7.52144 0.002 0.020 -0.005
H 2.62996 -2.50998 5.98566 0.013 0.032 -0.003
H 2.74730 -2.22171 3.76720 -0.013 -0.027 -0.073
H 3.25613 -1.33550 2.21608 0.013 0.032 0.036
H 2.73390 -0.71545 0.67429 -0.037 -0.010 0.028
H 3.55241 -3.02995 0.55059 -0.003 -0.002 -0.032
H 1.93006 -2.80187 -0.08225 0.058 -0.018 -0.044
Br 1.29006 6.14922 0.12466 -0.029 -0.040 0.018
C 0.48593 5.39790 1.66029 0.038 -0.008 -0.075
C 0.34434 6.17490 2.79657 -0.048 -0.015 0.100
N -0.21688 5.72362 3.91741 0.015 0.008 -0.039
C -0.65744 4.46817 3.91181 0.048 -0.008 0.029
C -0.56170 3.62248 2.81338 0.095 -0.051 0.117
C 0.03097 4.09302 1.64988 0.100 -0.044 0.014
C -1.16125 2.24466 2.90353 0.115 -0.281 0.249
O -1.90373 1.95602 3.83403 0.167 0.077 -0.287
O -0.84585 1.43493 1.94067 -0.260 0.850 0.765
H 0.69198 7.20185 2.80083 0.023 -0.011 -0.011
H -1.11492 4.09851 4.82094 -0.021 0.003 -0.005
H 0.11262 3.45519 0.77702 0.058 0.006 0.072
Cl 3.16237 2.79247 4.44522 -0.026 -0.025 -0.043
C 2.31152 1.65354 3.35810 -0.038 0.013 0.003
C 2.30659 2.05836 1.87193 -0.074 0.014 0.254
O 2.95801 3.01514 1.48763 0.049 0.031 -0.039
O 1.58555 1.27300 1.17384 -0.241 -0.122 -0.660
H 1.28940 1.56530 3.72226 0.015 -0.010 0.004
H 2.79300 0.68453 3.46400 0.020 0.007 0.027
F 3.73768 -3.84946 -7.18166 0.013 0.053 -0.069
C 3.46513 -4.56743 -6.06551 -0.038 0.086 0.071
F 4.60733 -5.21189 -5.75321 0.094 -0.040 0.038
F 2.58471 -5.51496 -6.45003 -0.078 -0.072 -0.036
C 2.94675 -3.72383 -4.94781 -0.019 -0.003 0.021
C 1.62827 -3.27827 -4.98484 0.033 0.000 -0.021
C 1.13355 -2.48263 -3.97104 -0.035 0.059 0.049
C 1.95110 -2.11135 -2.89402 0.115 -0.009 0.020
C 3.27523 -2.56276 -2.87390 0.050 0.030 -0.012
C 3.77002 -3.36099 -3.89086 0.028 -0.017 -0.009
C 1.42867 -1.32601 -1.82586 -0.024 0.190 -0.102
C 0.88894 -0.74161 -0.90830 -0.152 0.218 0.064
H 0.98622 -3.56604 -5.80785 -0.039 0.002 0.018
H 0.10318 -2.15466 -3.98150 0.019 0.022 -0.036
H 3.91266 -2.27669 -2.04784 0.001 -0.003 0.013
H 4.79476 -3.70634 -3.86116 0.006 0.002 0.013
C -2.99689 3.00084 0.85276 -0.138 0.059 -0.165
C -3.12321 3.45517 -0.58835 -0.008 -0.163 -0.021
C -4.05498 2.52015 -1.36736 0.039 0.071 -0.002
C -1.82583 3.71533 -1.36019 -0.052 0.156 0.000
C -1.91817 4.88487 -2.11564 0.035 0.021 0.058
C -0.92867 5.31866 -2.96944 0.018 -0.045 -0.033
C 0.19232 4.52033 -3.06917 -0.058 0.036 0.016
C 0.36289 3.34045 -2.35203 0.022 0.056 -0.005
C 1.61448 2.58816 -2.77381 -0.015 -0.178 0.119
C 2.49864 2.04628 -1.66029 -0.005 0.016 -0.052
C 1.20359 1.53229 -3.80265 0.091 -0.083 0.048
C -0.64796 2.88259 -1.43433 -0.180 0.127 0.114
O -0.53175 1.80055 -0.68767 0.351 -0.323 0.015
H -3.98871 2.84109 1.28756 -0.033 0.014 0.003
H -2.49030 3.75722 1.45448 -0.186 -0.069 -0.143
H -2.43327 2.07775 0.90400 -0.258 0.200 -0.112
H -3.62060 4.42902 -0.55426 -0.036 0.002 -0.047
H -3.67551 1.50302 -1.34831 0.059 -0.137 -0.030
H -4.13908 2.83487 -2.40974 -0.003 -0.003 -0.003
H -5.05642 2.51777 -0.92381 0.012 -0.019 0.017
H -2.81925 5.48233 -2.01375 -0.014 -0.010 -0.005
H -1.03079 6.23418 -3.53929 0.020 0.018 0.019
H 0.98893 4.81665 -3.74456 0.016 -0.009 0.000
H 2.22437 3.32272 -3.30996 -0.013 0.022 -0.016
H 1.99525 1.29310 -1.07019 0.056 0.074 -0.038
H 2.80526 2.83727 -0.97466 -0.030 -0.001 -0.018
H 3.39967 1.59610 -2.09359 0.004 -0.012 -0.025
H 0.52876 0.80995 -3.34827 -0.070 -0.149 0.030
H 2.07628 0.99901 -4.18899 0.029 -0.085 0.005
H 0.68527 2.00345 -4.64222 0.004 -0.009 0.008
```
Positions in Å, forces in eV/Å.

Results of the Mulliken charge analysis, in e, for atoms 1 through 6: 1.16, -1.80, -0.02, -1.81, 1.36, 0.90

=====

So what do the calculations give for ΔE to the lowest compared entry with this formula, charge and spin? Going down the list: 0.0; 48.9 kcal per mole.
So what do the calculations give for maximum force? Going down the list: 1.64; 1.17 eV/A.